# 1
The following is a DFT calculation (the ωB97M-V functional and the def2-TZVPD basis) of a molecular structure, C12H16ClCuSm.

Element x y z (Å)
Sm1 0.1183 0.4183 -1.4691
Cl1 -0.4307 2.8576 -1.8767
C1 -2.2201 -0.1001 -1.1188
H1 -1.9807 -0.5979 -0.1578
H2 -2.7654 -0.7739 -1.7881
H3 -2.8109 0.8034 -0.9211
Cu1 0.4470 -0.3934 -4.4400
C2 2.1541 0.6302 -4.0298
C3 -0.8811 0.0281 -5.8217
C4 0.6659 -1.5913 -2.7940
H4 -1.4701 -0.8892 -5.9259
H5 -1.4793 0.8513 -5.4059
H6 -0.4449 0.3281 -6.7956
H7 2.7736 -0.0657 -3.4467
H8 2.6679 0.8736 -4.9819
H9 1.9731 1.5664 -3.4797
H10 -0.0736 -2.4076 -2.6944
H11 1.6537 -2.0781 -2.9315
C5 0.4777 0.2264 0.9114
C6 0.3862 0.1062 2.1527
C7 0.2610 0.0450 3.5605
C8 -0.8559 0.6366 4.1825
C9 -1.0125 0.5736 5.5704
C10 0.0115 0.0244 6.3602
C11 1.1388 -0.5534 5.7492
C12 1.2556 -0.5685 4.3555
H12 -1.5938 1.1311 3.5465
H13 -1.9214 0.9518 6.0401
H14 -0.0808 0.0204 7.4501
H15 1.9303 -1.0168 6.3470
H16 2.1067 -1.0365 3.8524

Properties
- HOMO energy (alpha / beta): 0.16 / 0.23 eV
- Expectation value of S²: 12.015
- Kohn-Sham gap (alpha / beta): 4.33 / 4.26 eV
- Multiplicity: 7
- Calculated total energy: -87764.6175 eV
- Charge: -2

Results of the Löwdin charge analysis, in e, for atoms 1 through 4:
1. Sm 1.0025
2. Cl -0.3275
3. C -0.3663
4. H -0.0806



# 2
The following is a DFT calculation (the ωB97M-V functional and the def2-TZVPD basis) of a molecular structure, C8H16NO3P.

Element x y z (Å)
C1 -2.4696 1.1160 0.2431
C2 -1.8868 1.1146 1.7083
C3 -1.1178 -0.1983 2.3014
C4 0.2262 -1.4143 1.7297
C5 2.8354 0.1792 0.8437
C6 0.9892 -1.2708 -3.1742
C7 1.5891 0.9521 0.7550
C8 -0.2158 -0.8797 -2.4876
N1 -3.3373 1.8941 -0.1422
O1 -1.7158 0.2193 -0.4485
O2 0.7944 0.4820 -0.3659
O3 -0.2973 -1.4741 -1.2290
P1 -0.2041 -0.6674 0.1027
H1 -1.1483 2.0460 1.6559
H2 -2.6962 1.5267 2.4368
H3 -0.5577 0.1240 3.1774
H4 -1.8133 -0.9302 2.4927
H5 -0.2555 -2.3904 1.9211
H6 3.2481 0.3088 1.8601
H7 2.5041 -0.8106 0.8046
H8 3.5112 0.4277 -0.0723
H9 1.9333 -0.9698 -2.6203
H10 1.3703 -2.3160 -3.2048
H11 0.8728 -0.7906 -4.1400
H12 1.7538 2.0036 0.7288
H13 0.9857 0.8976 1.7020
H14 -1.1004 -1.2358 -3.0834
H15 -0.2620 0.2741 -2.3898
H16 -3.5359 1.7820 -1.1052

Properties
- HOMO energy: -8.81 eV
- Kohn-Sham gap: 9.52 eV
- Multiplicity: 1
- Calculated total energy: -25472.4458 eV

Results of the Löwdin charge analysis, in e, for atoms 1 through 4:
1. C -0.5251
2. C -0.1206
3. C -0.1937
4. C -0.1055



# 3
The following is a DFT calculation (the ωB97M-V functional and the def2-TZVPD basis) of 4 unconnected molecules or ions with the total composition CH10NO4.

Element x y z (Å)
N1 -1.6620 -0.3520 -2.6272
C1 -1.8577 -0.2215 -1.1435
O1 -0.7903 -0.1916 -0.3221
H1 -1.6902 -1.3108 -2.9502
H2 -0.6964 -0.0515 -2.7349
H3 -2.5513 -1.0839 -0.9212
H4 -2.4500 0.6888 -0.9304
H5 0.9856 -2.2260 0.3120
H6 -0.3214 -1.4891 0.0452
O2 0.0914 -2.2783 0.6643
H7 6.0512 3.3980 0.8932
H8 4.7365 3.1495 1.5761
O3 5.6902 3.1049 1.7388
H9 -1.1570 -0.3125 1.8030
H10 -2.4566 -0.8042 2.2506
O4 -1.9218 -0.0197 2.3461

Properties
- HOMO energy: -3.72 eV
- Kohn-Sham gap: 6.58 eV
- Multiplicity: 1
- Calculated total energy: -10879.7577 eV
- Charge: -1

Results of the Löwdin charge analysis, in e, for atoms 1 through 4:
1. N -0.0343
2. C -0.5375
3. O -0.3068
4. H 0.0217



# 4
The following is a DFT calculation (the ωB97M-V functional and the def2-TZVPD basis) of a single C6H9NOS molecule.

Element x y z (Å)
C1 1.8069 1.9887 -2.0383
C2 0.7581 1.0638 -1.6822
C3 0.0720 0.1729 -1.2075
N1 -0.9032 -0.7029 -0.6788
C4 -1.7911 -0.2519 0.3349
C5 -1.0724 -0.0670 1.6486
O1 -0.5071 -1.2199 2.1536
C6 0.4871 -1.9206 1.3214
S1 -0.2730 -2.2425 -0.3771
H1 1.5042 2.6892 -2.7917
H2 2.0327 2.6180 -1.1393
H3 2.6699 1.4940 -2.5186
H4 -2.6419 -1.0668 0.4520
H5 -2.3132 0.7052 0.0394
H6 -0.1850 0.5563 1.3566
H7 -1.6339 0.3837 2.4006
H8 1.2143 -1.2959 0.9839
H9 0.7757 -2.9044 1.7423

Properties
- HOMO energy: -8.27 eV
- Kohn-Sham gap: 9.10 eV
- SMILES string: CC#CN1CCOCS1
- Multiplicity: 1
- Calculated total energy: -20736.8660 eV

Results of the Löwdin charge analysis, in e, for atoms 1 through 4:
1. C -0.1253
2. C -0.0838
3. C -0.1327
4. N -0.4787



# 5
The following is a DFT calculation (the ωB97M-V functional and the def2-TZVPD basis) of a molecular structure, C17H30BiN10O5S.

Element x y z (Å)
Bi1 0.0339 1.1493 -0.1090
N1 1.3937 0.3987 3.3172
C1 0.0628 0.4545 3.4725
N2 -0.4264 0.2938 4.6931
C2 -1.7573 0.2703 4.7898
N3 -2.3017 0.1119 5.9915
N4 -2.5876 0.3751 3.7357
C3 -2.0067 0.5565 2.5685
N5 -0.6906 0.6121 2.3677
C4 -2.8866 0.6640 1.3958
C5 -4.2523 0.4301 1.5310
C6 -5.0618 0.5029 0.4093
C7 -4.4799 0.7936 -0.8147
C8 -3.1087 0.9907 -0.8720
N6 -2.3477 0.9373 0.2086
H1 1.9598 0.4128 4.1494
H2 1.7920 0.6744 2.4371
H3 -1.7063 0.0332 6.7968
H4 -3.3029 0.1042 6.0790
H5 -4.6401 0.1860 2.5054
H6 -6.1228 0.3188 0.4849
H7 -5.0719 0.8610 -1.7121
H8 -2.5805 1.1825 -1.7934
N7 -0.6648 4.6386 -2.4770
C9 -0.4316 3.7895 -1.4849
O1 -1.1556 2.7902 -1.3450
C10 0.6789 4.0913 -0.5103
C11 0.5074 3.2310 0.7266
H9 -1.1943 4.2670 -3.2569
H10 -0.0158 5.3853 -2.6713
H11 0.7258 5.1620 -0.3002
H12 1.5962 3.7837 -1.0187
H13 -0.3207 3.5788 1.3351
H14 1.4156 3.2163 1.3194
N8 1.2751 -2.5150 0.7750
C12 2.1037 -3.4930 0.0530
C13 3.3870 -2.8339 -0.4502
C14 3.1400 -1.7643 -1.5220
N9 2.4888 -0.5908 -0.9287
C15 2.2904 -2.3192 -2.6673
C16 1.0161 -3.0017 -2.1887
N10 0.1149 -1.9963 -1.5767
C17 1.3050 -4.0652 -1.1253
H15 1.8558 -1.9549 1.3901
H16 0.5788 -2.9860 1.3435
H17 0.5662 -1.7955 -0.6447
H18 2.3921 -4.3307 0.7101
H19 4.0229 -3.6092 -0.8780
H20 3.9237 -2.3946 0.3942
H21 4.1214 -1.5000 -1.9489
H22 2.2155 0.0435 -1.6799
H23 3.1733 -0.0886 -0.3708
H24 2.8844 -3.0297 -3.2423
H25 2.0189 -1.4876 -3.3247
H26 0.5088 -3.4577 -3.0455
H27 -0.8159 -2.3865 -1.4397
H28 -0.0427 -1.0477 -2.1114
H29 1.8748 -4.8807 -1.5696
H30 0.3672 -4.4806 -0.7499
O2 -0.1803 2.2246 -3.8619
S1 0.4354 1.1693 -3.1146
O3 1.2494 1.7419 -1.9394
O4 -0.6077 0.3129 -2.3844
O5 1.2843 0.2675 -3.8496

Properties
- HOMO energy: -11.08 eV
- Kohn-Sham gap: 7.90 eV
- Multiplicity: 1
- Calculated total energy: -59928.1690 eV
- Charge: +1

Results of the Löwdin charge analysis, in e, for atoms 1 through 4:
1. Bi 1.8716
2. N 0.1802
3. C -0.4502
4. N 0.1838



- multiplicity of number 4 (C6H9NOS)?
  1



- Which value of calculated total energy does entry 2 give?
  -25472.4458 eV